Record 1
Below is a structure of composition C35H47BF4N3O2PRh, with properties calculated with ωB97M-V with the def2-TZVPD basis set.

Cartesian coordinates (Å):
1 Rh -1.542 -1.152 1.495
2 C 0.989 -4.802 2.571
3 C 1.791 -4.314 3.592
4 C 1.653 -2.998 3.999
5 C 0.714 -2.190 3.370
6 N -0.055 -2.680 2.388
7 C 0.068 -3.944 1.997
8 C 0.444 -0.779 3.727
9 C 1.236 -0.055 4.613
10 C 0.883 1.239 4.965
11 C -0.268 1.819 4.447
12 C -1.049 1.113 3.540
13 C -0.685 -0.175 3.164
14 H 1.057 -5.826 2.237
15 H 2.510 -4.959 4.078
16 H 2.254 -2.611 4.808
17 H -0.606 -4.271 1.217
18 H 2.129 -0.491 5.042
19 H 1.500 1.793 5.659
20 H -0.555 2.818 4.749
21 H -1.941 1.578 3.135
22 O -0.150 -0.971 -0.046
23 P 0.917 0.024 -0.526
24 C 2.487 -0.598 0.146
25 C 3.731 0.285 -0.064
26 C 4.980 -0.527 0.267
27 C 5.178 -1.666 -0.744
28 C 3.840 -2.181 -1.294
29 C 2.743 -2.074 -0.242
30 C 0.607 1.652 0.221
31 C 1.419 2.842 -0.346
32 C 0.582 3.684 -1.305
33 C -0.622 4.314 -0.589
34 C -1.139 3.419 0.548
35 C -0.907 1.955 0.204
36 C 0.760 0.093 -2.338
37 C 0.476 -1.298 -2.931
38 C 0.073 -1.168 -4.397
39 C 1.150 -0.455 -5.205
40 C 1.476 0.906 -4.601
41 C 1.877 0.786 -3.131
42 H 2.244 -0.569 1.219
43 H 3.666 1.170 0.572
44 H 3.798 0.643 -1.094
45 H 4.875 -0.928 1.279
46 H 5.857 0.120 0.286
47 H 5.723 -2.483 -0.267
48 H 5.803 -1.323 -1.571
49 H 3.940 -3.214 -1.629
50 H 3.553 -1.605 -2.178
51 H 3.058 -2.613 0.656
52 H 1.820 -2.556 -0.566
53 H 0.888 1.507 1.273
54 H 2.340 2.510 -0.822
55 H 1.735 3.467 0.492
56 H 0.241 3.060 -2.137
57 H 1.201 4.463 -1.751
58 H -1.421 4.489 -1.311
59 H -0.346 5.291 -0.190
60 H -2.198 3.608 0.729
61 H -0.616 3.645 1.483
62 H -1.347 1.733 -0.774
63 H -1.394 1.298 0.931
64 H -0.158 0.690 -2.464
65 H -0.300 -1.807 -2.357
66 H 1.379 -1.912 -2.856
67 H -0.865 -0.605 -4.462
68 H -0.129 -2.157 -4.811
69 H 0.837 -0.343 -6.244
70 H 2.057 -1.070 -5.217
71 H 0.603 1.562 -4.679
72 H 2.280 1.390 -5.159
73 H 2.103 1.773 -2.731
74 H 2.793 0.192 -3.057
75 N -7.177 2.353 -1.437
76 C -5.881 2.229 -1.802
77 O -5.359 2.853 -2.701
78 C -5.060 1.265 -0.983
79 C -5.159 1.166 0.396
80 C -4.292 0.327 1.073
81 N -3.368 -0.397 0.438
82 C -3.292 -0.326 -0.897
83 C -4.111 0.493 -1.643
84 H -7.764 2.964 -1.982
85 H -7.608 1.713 -0.795
86 H -5.880 1.747 0.955
87 H -4.336 0.208 2.147
88 H -2.539 -0.948 -1.366
89 H -4.013 0.552 -2.717
90 F -3.740 -3.855 3.325
91 B -3.718 -2.778 2.513
92 F -3.158 -1.623 3.137
93 F -4.895 -2.477 1.892
94 F -2.672 -3.025 1.439

Values from the calculation:
Net charge = +1
Molecular weight = 762.46 g mol⁻¹
Orbital gap (spin up / spin down) = 8.37 / 6.46 eV
Expectation value of S² = 6.01
Spin multiplicity = 5

Here are the Mulliken charges for atoms 1 to 2, given in e:
1. Rh 1.32
2. C -1.04


Record 2
Below is a cluster of 9 separate species, C28H41Cl8F15O10 in total in a non-equilibrium geometry, with properties calculated with ωB97M-V with the def2-TZVPD basis set.

Cartesian coordinates (Å):
1 C 2.886 4.568 -0.529
2 C 2.778 3.353 0.246
3 O 3.352 2.257 -0.467
4 C 3.451 1.055 0.148
5 O 2.963 0.818 1.202
6 C 4.122 0.057 -0.829
7 F 3.879 0.480 -2.085
8 F 5.487 -0.083 -0.811
9 F 3.667 -1.167 -0.557
10 H 2.458 4.574 -1.531
11 H 3.961 4.710 -0.651
12 H 2.602 5.492 -0.026
13 H 1.748 3.068 0.460
14 H 3.320 3.420 1.190
15 C 1.779 -4.277 2.711
16 C 2.692 -3.397 1.795
17 O 3.708 -2.658 2.495
18 C 3.480 -1.555 3.198
19 O 2.412 -1.118 3.520
20 C 4.861 -1.089 3.858
21 F 4.822 -1.320 5.153
22 F 5.912 -1.584 3.168
23 F 4.833 0.246 3.773
24 H 0.988 -4.705 2.094
25 H 1.177 -3.719 3.429
26 H 2.380 -4.956 3.315
27 H 2.090 -2.650 1.277
28 H 3.149 -4.061 1.062
29 C -5.177 3.915 3.130
30 C -4.095 3.453 2.208
31 O -4.344 2.304 1.371
32 C -5.242 2.336 0.389
33 O -5.991 3.269 0.125
34 C -5.286 1.043 -0.451
35 F -6.536 0.723 -0.778
36 F -4.552 1.126 -1.609
37 F -4.771 0.019 0.279
38 H -4.934 4.793 3.728
39 H -5.557 3.109 3.758
40 H -6.039 4.279 2.570
41 H -3.322 3.082 2.881
42 H -3.584 4.233 1.644
43 C 4.383 -1.925 -4.347
44 C 2.891 -1.891 -3.990
45 O 2.414 -3.044 -3.347
46 C 1.475 -2.953 -2.440
47 O 0.774 -1.977 -2.180
48 C 1.235 -4.318 -1.752
49 F 0.209 -4.895 -2.344
50 F 2.193 -5.195 -1.978
51 F 1.045 -4.224 -0.461
52 H 4.762 -2.627 -5.090
53 H 4.844 -2.318 -3.441
54 H 4.769 -0.920 -4.516
55 H 2.348 -1.842 -4.934
56 H 2.740 -1.001 -3.379
57 C 0.637 1.869 -3.165
58 C -0.151 0.641 -3.683
59 O -1.423 0.964 -4.069
60 C -1.713 1.339 -5.376
61 O -0.884 1.345 -6.299
62 C -3.077 1.912 -5.629
63 F -3.142 3.030 -6.312
64 F -3.748 1.064 -6.373
65 F -3.730 2.182 -4.514
66 H 1.051 2.514 -3.940
67 H 1.409 1.577 -2.453
68 H -0.061 2.516 -2.633
69 H -0.275 0.021 -2.795
70 H 0.552 0.152 -4.358
71 Cl -0.263 1.311 -0.059
72 C -1.352 -0.119 0.214
73 C -0.597 -1.176 1.092
74 Cl -1.625 -2.592 1.394
75 H -1.704 -0.414 -0.774
76 H -2.244 0.162 0.774
77 H -0.297 -0.913 2.106
78 H 0.247 -1.551 0.512
79 Cl 2.784 3.775 4.585
80 C 2.073 2.164 4.302
81 C 0.780 2.168 3.561
82 Cl -0.619 2.753 4.669
83 H 1.883 1.689 5.265
84 H 2.734 1.452 3.808
85 H 0.587 1.211 3.078
86 H 0.893 2.871 2.736
87 Cl -5.897 -0.667 -4.225
88 C -5.247 -2.385 -4.455
89 C -3.719 -2.439 -4.258
90 Cl -3.259 -2.199 -2.577
91 H -5.418 -2.553 -5.518
92 H -5.765 -3.136 -3.859
93 H -3.246 -1.658 -4.853
94 H -3.249 -3.354 -4.619
95 Cl 0.584 -1.452 6.874
96 C -0.633 -1.030 5.585
97 C -2.015 -1.429 6.163
98 Cl -3.170 -1.101 4.826
99 H -0.370 -1.632 4.716
100 H -0.483 0.032 5.395
101 H -2.288 -0.769 6.986
102 H -2.159 -2.454 6.502

Values from the calculation:
Net charge = 0
Molecular weight = 1106.22 g mol⁻¹
SMILES = CCOC(=O)C(F)(F)F.CCOC(=O)C(F)(F)F.CCOC(=O)C(F)(F)F.CCOC(=O)C(F)(F)F.CCOC(=O)C(F)(F)F.ClCCCl.ClCCCl.ClCCCl.ClCCCl
Orbital gap = 11.01 eV

Here are the Mulliken charges for atoms 1 to 2, given in e:
1. C -1.53
2. C 0.69


Record 3
Below is a cluster of 2 separate species, C9H14 in total in a non-equilibrium geometry, with properties calculated with ωB97M-V with the def2-TZVPD basis set.

Cartesian coordinates (Å):
1 C -2.092 0.370 -2.033
2 C 1.080 2.394 -2.517
3 C -0.193 1.866 -2.673
4 C 1.890 1.906 -1.507
5 C -0.697 0.897 -1.809
6 C 1.391 0.973 -0.614
7 C 0.106 0.475 -0.760
8 H 1.446 3.152 -3.199
9 H -0.834 2.190 -3.487
10 H 2.867 2.346 -1.363
11 H 2.076 0.614 0.140
12 H -2.075 -0.416 -2.805
13 H -2.742 1.188 -2.317
14 H -0.332 -0.121 0.037
15 H -2.436 -0.203 -1.171
16 C -0.195 -1.485 3.248
17 C 0.304 -2.933 3.273
18 H 0.633 -0.784 3.405
19 H -0.653 -1.232 2.295
20 H -0.884 -1.304 4.076
21 H -0.493 -3.643 3.467
22 H 1.099 -3.038 4.010
23 H 0.733 -3.212 2.305

Values from the calculation:
Net charge = 0
Molecular weight = 122.21 g mol⁻¹
SMILES = Cc1ccccc1.CC
Orbital gap = 10.03 eV

Here are the Mulliken charges for atoms 1 to 2, given in e:
1. C -1.36
2. C -0.55


Values of energy above the lowest of the compared OMol25 structures with the same formula, charge and spin, in order: 2.38 61.32 5.99, all in kcal per mole.